The following is a quantum chemistry calculation of a structure of composition C9H26AgBrN4O3, from OMol25.

```
! wB97M-V def2-TZVPD RIJCOSX def2/J DEFGRID3
* xyz 0 1
Ag 1.428 -1.412 -3.118
Br 2.914 -1.312 -0.516
C 0.093 2.406 1.952
C 0.512 2.808 0.428
C 0.679 4.357 0.357
O -0.359 4.884 1.166
C -1.092 5.951 0.547
N 1.567 1.917 -0.157
H 0.161 1.330 2.108
H -0.860 2.845 2.245
H 0.847 2.807 2.631
H -0.392 2.599 -0.143
H 0.594 4.705 -0.672
H 1.710 4.644 0.566
H -0.342 6.577 0.064
H -1.612 6.529 1.310
H -1.719 5.512 -0.229
H 1.464 1.812 -1.156
H 1.331 0.976 0.124
C -1.324 -0.094 -0.432
C -1.701 -1.432 -1.099
C -2.522 -1.363 -2.333
O -3.741 -0.609 -2.073
C -4.823 -1.258 -1.525
N -0.436 -2.119 -1.327
H -2.234 0.416 -0.118
H -0.793 0.459 -1.207
H -0.606 -0.302 0.361
H -2.257 -1.782 -0.229
H -2.686 -2.414 -2.569
H -1.932 -0.905 -3.126
H -4.565 -1.970 -0.741
H -5.399 -1.720 -2.327
H -5.478 -0.517 -1.066
H 0.146 -2.059 -0.505
H -0.644 -3.089 -1.518
C 4.551 -5.208 1.663
O 5.453 -6.076 1.497
N 4.321 -4.350 0.806
N 3.883 -5.222 2.804
H 3.519 -3.748 0.925
H 4.909 -4.255 -0.010
H 4.058 -5.912 3.521
H 3.376 -4.408 3.121
*
```

energy relative to the best compared isomer or geometry (same formula, charge and spin) = 1.234 eV
LUMO = -2.0 eV
HOMO energy = -8.65 eV
orbital gap = 6.6 eV

Mulliken population analysis, charges in e, atoms 1 to 2: 0.5444, -0.6857

---

The following is a quantum chemistry calculation of a cluster of 2 separate species, C10H16 in total, from OMol25.

```
! wB97M-V def2-TZVPD RIJCOSX def2/J DEFGRID3
* xyz 1 2
C -0.858 2.097 1.596
C -1.510 1.985 3.015
C -1.159 0.929 0.816
C -2.027 -0.043 1.232
C -0.704 0.640 -0.528
C -2.033 -1.351 0.684
C -0.945 -0.511 -1.257
C -1.385 -1.632 -0.545
H -1.248 3.043 1.150
H 0.192 2.476 1.527
H -1.429 0.940 3.404
H -2.658 0.034 2.026
H 0.039 1.234 -1.088
H -2.140 -2.288 1.327
H -0.417 -0.547 -2.142
H -1.187 -2.656 -1.009
H -2.587 2.246 3.020
H -1.032 2.606 3.812
C 2.473 -0.701 -2.764
C 3.220 -1.629 -1.635
H 1.780 -1.204 -3.373
H 1.838 0.002 -2.119
H 3.254 -0.035 -3.248
H 2.643 -2.292 -1.153
H 3.747 -0.984 -0.833
H 4.132 -2.361 -1.916
*
```

<S²> = 0.770
energy relative to the best compared isomer or geometry (same formula, charge and spin) = 2.522 eV
LUMO (alpha / beta) = -4.3 / -8.2 eV
HOMO energy (alpha / beta) = -14.17 / -14.17 eV
orbital gap (alpha / beta) = 9.8 / 6.0 eV

Mulliken population analysis, charges in e, atoms 1 to 2: -0.2373, -1.3339

---

The following is a quantum chemistry calculation of a cluster of 10 separate species, C18H55NO13 in total, from OMol25.

```
! wB97M-V def2-TZVPD RIJCOSX def2/J DEFGRID3
* xyz 0 1
C 2.072 5.208 -1.552
O 2.495 3.876 -1.200
C 1.499 2.901 -0.928
C 1.053 2.473 -2.384
N -0.041 1.412 -2.313
H 0.126 0.820 -1.501
H -0.991 1.614 -1.916
C -0.079 0.387 -3.349
C -0.882 0.966 -4.545
O -0.690 0.044 -5.586
C -0.744 0.668 -6.901
H 1.337 5.684 -0.910
H 1.871 5.204 -2.533
H 3.009 5.718 -1.383
H 0.665 3.142 -0.272
H 1.958 2.144 -0.405
H 1.867 2.315 -2.881
H 0.482 3.506 -2.734
H -0.579 -0.438 -3.041
H 0.744 0.063 -3.759
H -0.529 2.052 -4.933
H -1.898 1.173 -4.182
H -1.849 0.891 -7.107
H -0.763 -0.204 -7.528
H -0.065 1.484 -7.046
C -0.261 -0.205 0.502
O -1.389 0.531 0.232
O -0.196 -0.954 1.690
O 0.662 -0.438 -0.256
H -0.881 -1.035 2.441
C -0.493 4.435 2.955
C -0.972 3.064 2.591
O -1.463 3.027 1.287
H 0.024 5.094 2.133
H 0.207 4.509 3.735
H -1.428 5.116 3.155
H -1.756 2.607 3.124
H 0.018 2.282 2.544
H -1.182 2.287 0.783
C -3.327 -3.442 1.289
C -3.947 -4.275 2.424
O -3.901 -3.522 3.667
H -3.505 -3.902 0.419
H -2.370 -2.930 1.496
H -4.009 -2.539 1.205
H -3.222 -5.016 2.423
H -4.953 -4.615 2.265
H -4.115 -4.164 4.420
C 4.753 -2.699 1.444
C 3.208 -2.389 1.186
O 3.050 -1.070 1.460
H 5.138 -3.740 1.374
H 5.212 -2.033 2.076
H 5.248 -2.034 0.789
H 2.793 -3.084 2.159
H 2.725 -2.796 0.250
H 2.084 -0.935 1.376
C 4.772 -0.426 -2.019
O 3.346 -0.213 -1.831
H 5.086 -1.532 -1.710
H 5.480 0.364 -1.583
H 5.006 -0.050 -2.978
H 3.102 -0.748 -1.262
C 1.511 0.866 4.656
O 0.690 1.644 5.454
H 0.973 -0.120 4.612
H 2.514 0.582 5.062
H 1.826 1.330 3.665
H -0.070 1.193 5.226
C -2.999 -1.648 -1.881
O -3.392 -0.719 -1.099
H -3.583 -2.438 -1.694
H -1.942 -1.768 -1.480
H -2.843 -1.378 -2.956
H -2.686 -0.221 -0.603
C -3.705 0.188 2.950
O -2.916 -0.813 3.452
H -4.675 -0.262 2.807
H -3.246 0.310 2.105
H -3.618 0.985 3.584
H -3.249 -1.711 3.443
C 0.273 -3.868 -0.443
O 0.791 -3.076 -1.444
H 0.804 -3.906 0.499
H 0.639 -4.773 -0.937
H -0.746 -3.849 -0.155
H 1.038 -2.183 -1.193
*
```

energy relative to the best compared isomer or geometry (same formula, charge and spin) = 0.000 eV
LUMO = 0.4 eV
HOMO energy = -9.29 eV
orbital gap = 9.7 eV

Mulliken population analysis, charges in e, atoms 1 to 2: -0.8353, -0.4520

---

The following is a quantum chemistry calculation of the molecule C3H7N3O2, from OMol25.

```
! wB97M-V def2-TZVPD RIJCOSX def2/J DEFGRID3
* xyz 0 1
C -0.598 0.995 0.579
C -0.461 -0.416 0.166
C 1.945 -0.098 0.161
H -0.576 2.646 -0.183
H -0.897 1.744 -1.345
H 0.110 1.332 1.444
H -1.631 1.021 0.859
H 1.055 -1.921 -0.257
H 1.629 0.897 0.799
H -3.411 -1.175 -0.161
N -0.317 1.793 -0.489
N 0.845 -0.903 -0.068
N -1.377 -1.183 -0.091
O 3.207 -0.249 -0.171
O -2.663 -0.424 -0.086
*
```

energy relative to the best compared isomer or geometry (same formula, charge and spin) = 5.111 eV
LUMO = 0.5 eV
HOMO energy = -9.58 eV
orbital gap = 10.1 eV
SMILES string = NC/C(=N\O)NC=O

Mulliken population analysis, charges in e, atoms 1 to 2: -0.8994, 0.7811

---

The following is a quantum chemistry calculation of a structure of composition C25H27Cl3IrN5O2S, from OMol25.

```
! wB97M-V def2-TZVPD RIJCOSX def2/J DEFGRID3
* xyz 1 2
Ir 0.021 0.050 -0.175
C -0.988 -0.601 2.981
N 0.088 -1.109 2.130
C -0.047 -2.539 1.864
C -0.978 -2.826 0.711
C -1.874 -3.884 0.740
C -2.644 -4.150 -0.383
C -2.495 -3.350 -1.506
C -1.585 -2.306 -1.457
N -0.849 -2.060 -0.376
C 1.401 -0.695 2.623
C 1.666 0.763 2.302
C 2.735 1.456 2.842
C 2.897 2.799 2.530
C 1.970 3.417 1.700
C 0.942 2.657 1.180
N 0.807 1.358 1.462
C -2.081 0.133 2.242
C -3.175 0.641 2.935
C -4.119 1.383 2.243
C -3.955 1.583 0.880
C -2.861 1.010 0.261
N -1.950 0.313 0.932
H -1.441 -1.422 3.553
H -0.572 0.100 3.711
H 0.930 -2.941 1.586
H -0.391 -3.079 2.755
H -1.956 -4.491 1.627
H -3.342 -4.974 -0.392
H -3.065 -3.535 -2.404
H -1.433 -1.652 -2.310
H 1.506 -0.854 3.707
H 2.168 -1.294 2.129
H 3.423 0.951 3.501
H 3.718 3.362 2.944
H 2.033 4.467 1.469
H 0.183 3.092 0.541
H -3.272 0.470 3.998
H -4.964 1.808 2.762
H -4.653 2.167 0.305
H -2.698 1.119 -0.799
Cl -1.686 4.022 -1.289
C -0.670 2.763 -3.555
Cl -1.166 3.518 -4.949
Cl 2.219 3.133 -3.237
C -0.906 1.404 -3.055
O -1.578 0.526 -3.549
O -0.231 1.335 -1.943
C 3.259 -2.628 -1.866
C 2.157 -1.565 -1.988
C 2.263 -0.786 -3.300
C 2.179 -0.644 -0.799
H 3.252 -3.276 -2.739
H 3.107 -3.248 -0.983
H 4.237 -2.156 -1.796
H 1.207 -2.121 -2.017
H 3.218 -0.267 -3.365
H 1.472 -0.044 -3.365
H 2.171 -1.458 -4.150
H 2.469 0.376 -1.048
H 2.763 -1.026 0.030
S 0.310 3.490 -2.275
C 0.386 5.121 -2.871
N 0.467 6.198 -3.237
*
```

<S²> = 0.757
LUMO (alpha / beta) = -4.1 / -4.1 eV
HOMO energy (alpha / beta) = -11.10 / -11.23 eV
orbital gap (alpha / beta) = 7.0 / 7.2 eV

Mulliken population analysis, charges in e, atoms 1 to 2: 3.3013, -1.5401

---

The following is a quantum chemistry calculation of the molecule C6H8FN, from OMol25.

```
! wB97M-V def2-TZVPD RIJCOSX def2/J DEFGRID3
* xyz 0 1
C -0.152 0.840 -1.000
C -1.031 0.209 0.101
C -0.006 -0.108 1.153
C -0.224 -1.002 2.169
C 1.392 0.085 0.748
C 1.251 0.519 -0.566
H -0.696 -0.768 -2.333
H 0.392 0.470 -2.915
H -0.434 1.865 -0.905
H -1.676 -0.725 -0.243
H -1.679 1.080 0.406
H 0.493 -1.255 3.057
H 2.151 -0.267 1.340
H 2.256 0.279 -1.307
N -0.556 0.299 -2.204
F -1.481 -1.521 2.500
*
```

energy relative to the best compared isomer or geometry (same formula, charge and spin) = 3.585 eV
LUMO = 0.8 eV
HOMO energy = -8.31 eV
orbital gap = 9.1 eV
SMILES string = N[C@@H]1C=C/C(=C/F)C1

Mulliken population analysis, charges in e, atoms 1 to 2: 0.3095, -0.6567

---

The following is a quantum chemistry calculation of a structure of composition C13H20ClGaIN2OPSe, from OMol25.

```
! wB97M-V def2-TZVPD RIJCOSX def2/J DEFGRID3
* xyz 2 1
C 0.080 -4.528 -2.941
I 0.482 -2.674 -1.924
H -0.993 -4.718 -2.891
H 0.648 -5.312 -2.432
H 0.419 -4.417 -3.977
Ga -0.203 -0.141 -0.223
P -0.190 1.422 -1.963
C 1.398 1.695 -2.801
C -1.293 0.709 -3.217
H -1.796 3.024 -1.119
H -0.966 3.632 -2.577
H -0.137 3.650 -0.995
C -0.831 3.089 -1.631
H -2.271 0.511 -2.761
H -1.405 1.420 -4.047
H 1.248 2.357 -3.667
H 1.813 0.738 -3.137
H -0.875 -0.238 -3.580
H 2.103 2.167 -2.103
C 1.732 -0.591 -0.321
O 2.884 -0.730 -0.317
Cl -2.225 -0.734 0.274
C -1.892 0.174 3.879
N -0.461 0.252 4.101
C 0.452 0.899 3.309
Se 0.144 1.800 1.718
N 1.653 0.785 3.971
C 1.501 0.108 5.178
C 2.357 -0.038 6.264
C 1.808 -0.593 7.433
C 0.447 -0.951 7.500
C -0.402 -0.775 6.398
C 0.161 -0.249 5.245
H -2.133 0.621 2.916
H -2.437 0.682 4.681
H -2.196 -0.877 3.880
H 2.527 1.206 3.652
H 3.402 0.278 6.168
H 2.442 -0.739 8.304
H 0.036 -1.351 8.428
H -1.464 -0.986 6.402
*
```

energy relative to the best compared isomer or geometry (same formula, charge and spin) = 0.000 eV
LUMO = -7.8 eV
HOMO energy = -14.28 eV
orbital gap = 6.4 eV

Mulliken population analysis, charges in e, atoms 1 to 2: -0.7781, 0.2762

---

The following is a quantum chemistry calculation of a cluster of 2 separate species, C4H10O2 in total, from OMol25.

```
! wB97M-V def2-TZVPD RIJCOSX def2/J DEFGRID3
* xyz 0 1
C 2.516 -1.192 0.653
C -0.590 1.075 0.143
O -1.094 1.097 -1.219
C 0.210 -0.169 0.363
C 1.508 -0.196 0.109
H 3.435 -1.146 0.071
H 2.692 -1.007 1.707
H 2.180 -2.226 0.524
H -0.026 1.996 0.240
H -1.448 1.138 0.810
H -0.673 0.421 -1.747
H -0.333 -1.075 0.607
H 2.053 0.741 0.003
H -2.770 0.451 -0.831
H -4.172 0.025 -1.058
O -3.489 0.067 -0.375
*
```

energy relative to the best compared isomer or geometry (same formula, charge and spin) = 1.596 eV
LUMO = 1.0 eV
HOMO energy = -9.94 eV
orbital gap = 10.9 eV
SMILES string = C/C=C/CO.O

Mulliken population analysis, charges in e, atoms 1 to 2: -1.1423, -0.5359

---

The following is a quantum chemistry calculation of the molecule C3H4O2, from OMol25.

```
! wB97M-V def2-TZVPD RIJCOSX def2/J DEFGRID3
* xyz 0 1
C -1.133 -0.265 0.039
C 0.002 0.798 -0.087
C 0.945 -0.468 0.078
H -0.147 1.675 0.658
H -0.076 1.228 -1.041
H 1.631 -0.822 -0.701
H 1.301 -0.462 1.120
O -2.308 -0.349 0.026
O -0.214 -1.334 -0.092
*
```

energy relative to the best compared isomer or geometry (same formula, charge and spin) = 0.967 eV
LUMO = 0.9 eV
HOMO energy = -10.66 eV
orbital gap = 11.5 eV
SMILES string = O=C1CCO1

Mulliken population analysis, charges in e, atoms 1 to 2: 0.5187, -0.3866

---

The following is a quantum chemistry calculation of a structure of composition C27H36BCl3GaN6OS3SbSe4, from OMol25.

```
! wB97M-V def2-TZVPD RIJCOSX def2/J DEFGRID3
* xyz 0 1
Ga -1.144 -1.179 -0.980
C -3.157 5.081 0.720
C -1.907 5.271 -0.147
C -1.350 6.689 -0.009
C -2.263 5.015 -1.604
N -0.887 4.336 0.359
C -0.540 4.315 1.692
C 0.223 3.228 1.921
N 0.375 2.560 0.734
B 0.740 1.127 0.438
N 2.051 0.994 -0.325
C 3.162 1.781 -0.214
C 4.012 1.448 -1.208
N 3.425 0.453 -1.950
C 2.226 0.186 -1.382
S 1.185 -1.093 -1.825
C 3.993 -0.161 -3.157
C 5.287 0.557 -3.540
C 4.298 -1.633 -2.861
C 2.995 -0.008 -4.307
N 0.777 0.193 1.657
C 1.863 -0.100 2.428
C 1.544 -1.155 3.210
N 0.258 -1.532 2.914
C -0.188 -0.691 1.960
S -1.757 -0.593 1.285
C -0.352 -2.704 3.569
C -1.718 -3.058 2.992
C -0.500 -2.363 5.054
C 0.594 -3.890 3.350
C -0.292 3.267 -0.228
S -0.198 2.824 -1.832
H -4.008 5.571 0.256
H -3.020 5.485 1.720
H -3.401 4.023 0.805
H -2.081 7.399 -0.384
H -0.439 6.789 -0.595
H -1.126 6.935 1.027
H -3.094 5.658 -1.880
H -2.584 3.989 -1.757
H -1.422 5.215 -2.261
H -0.853 5.069 2.382
H 0.663 2.874 2.829
H -0.122 0.723 -0.282
H 3.256 2.519 0.554
H 4.979 1.851 -1.419
H 6.053 0.434 -2.778
H 5.111 1.616 -3.712
H 5.661 0.124 -4.464
H 5.043 -1.713 -2.070
H 4.685 -2.113 -3.755
H 3.401 -2.163 -2.551
H 2.750 1.043 -4.450
H 2.079 -0.555 -4.108
H 3.427 -0.395 -5.226
H 2.777 0.449 2.347
H 2.140 -1.665 3.935
H -2.446 -2.273 3.179
H -2.071 -3.973 3.461
H -1.651 -3.244 1.922
H -1.114 -1.472 5.168
H 0.465 -2.185 5.524
H -0.989 -3.185 5.568
H 0.833 -3.987 2.292
H 0.108 -4.807 3.671
H 1.520 -3.784 3.909
Cl -3.869 -7.863 -0.880
C -2.925 -6.424 -0.842
C -3.551 -5.196 -0.976
C -2.760 -4.067 -0.953
Cl -3.402 -2.511 -1.135
C -1.368 -4.096 -0.809
O -0.651 -2.998 -0.835
C -0.786 -5.361 -0.651
Cl 0.921 -5.450 -0.430
C -1.551 -6.512 -0.675
H -4.620 -5.113 -1.090
H -1.080 -7.475 -0.560
Se -4.048 -0.300 -3.384
Sb -4.607 0.848 -1.143
Se -5.491 -0.556 0.591
Se -5.336 3.093 -1.531
Se -2.160 0.568 -2.265
*
```

energy relative to the best compared isomer or geometry (same formula, charge and spin) = 1.511 eV
LUMO = -1.3 eV
HOMO energy = -7.13 eV
orbital gap = 5.8 eV

Mulliken population analysis, charges in e, atoms 1 to 2: 0.8562, -1.6595

---

The following is a quantum chemistry calculation of a cluster of 2 separate species, C4H4BrNOS in total, from OMol25.

```
! wB97M-V def2-TZVPD RIJCOSX def2/J DEFGRID3
* xyz 0 1
C -1.236 1.767 -0.325
C -0.668 -0.280 -0.407
C -1.940 -0.576 -0.486
C 2.178 -0.637 0.620
N -0.263 0.951 -0.307
O 1.391 -1.510 -0.133
S -2.798 0.961 -0.516
Br -2.834 -2.230 -0.494
H -1.046 2.745 -0.595
H 2.756 -1.333 1.277
H 1.567 0.138 1.234
H 2.891 0.005 0.132
*
```

energy relative to the best compared isomer or geometry (same formula, charge and spin) = 5.539 eV
LUMO (alpha / beta) = -1.9 / -1.9 eV
HOMO energy (alpha / beta) = -9.43 / -9.42 eV
orbital gap (alpha / beta) = 7.6 / 7.6 eV

Mulliken population analysis, charges in e, atoms 1 to 2: -0.2160, 0.3051

---

no.,maximum force (eV Å⁻¹)
1,9.29
2,5.30
3,12.59
4,6.79
5,5.21
6,7.61
7,6.62
8,2.81
9,2.64
10,1.46
11,4.65